A structure of composition C28H49BrNP3Ti in a non-equilibrium geometry, computed with ωB97M-V with the def2-TZVPD basis set.

Calculated values
HOMO-LUMO gap (spin up / spin down)	5.647 / 5.475	eV
⟨S²⟩	2.025
2S+1	3
LUMO level (spin up / spin down)	-6.97 / -7.14	eV
charge	+2

Element x y z (Å)
1 N 5.007 -5.197 3.095
2 C 3.704 -5.445 2.970
3 C 2.770 -4.420 2.809
4 C 3.248 -3.100 2.669
5 C 4.600 -2.841 3.040
6 C 5.448 -3.942 3.203
7 C 2.415 -2.114 1.975
8 Ti 1.295 -0.596 0.408
9 P 0.771 3.027 -2.898
10 C 2.986 -1.496 0.832
11 C 2.690 -1.998 -0.541
12 C 2.690 -0.945 -1.529
13 C 2.211 -1.285 -2.838
14 C 1.613 -2.525 -3.083
15 C 1.863 -3.596 -2.188
16 C 2.298 -3.313 -0.885
17 Br 0.320 -2.625 -4.409
18 H 1.425 -1.866 2.419
19 H 3.798 -0.746 0.905
20 H 1.707 -4.633 2.702
21 H 4.990 -1.824 3.115
22 H 3.367 -6.485 3.013
23 H 6.508 -3.810 3.444
24 H 3.470 -0.163 -1.405
25 H 2.357 -4.081 -0.114
26 H 2.264 -0.560 -3.650
27 H 1.610 -4.598 -2.541
28 P 1.579 0.927 2.249
29 C 1.066 1.822 -4.262
30 C 1.437 2.437 -5.610
31 H 0.172 1.192 -4.368
32 H 1.879 1.197 -3.884
33 H 1.577 1.643 -6.348
34 H 0.659 3.105 -5.988
35 H 2.376 2.991 -5.558
36 C 2.397 3.147 -2.057
37 C 3.150 4.432 -2.407
38 H 2.974 2.262 -2.351
39 H 2.221 3.104 -0.974
40 H 4.119 4.441 -1.899
41 H 3.341 4.525 -3.481
42 H 2.596 5.317 -2.076
43 C -0.415 2.263 -1.726
44 C -1.805 2.883 -1.971
45 H -0.074 2.478 -0.697
46 H -0.398 1.169 -1.871
47 H -2.449 2.768 -1.090
48 H -1.712 3.960 -2.187
49 H -2.307 2.403 -2.822
50 C 0.022 1.824 2.485
51 C -0.139 2.396 3.897
52 H -0.830 1.167 2.255
53 H -0.025 2.635 1.740
54 H -0.354 1.613 4.636
55 H 0.765 2.926 4.220
56 H -0.969 3.115 3.928
57 C 2.755 2.158 1.553
58 C 4.243 2.018 1.910
59 H 2.372 3.132 1.899
60 H 2.670 2.151 0.457
61 H 4.414 2.031 2.994
62 H 4.705 1.105 1.502
63 H 4.785 2.874 1.485
64 C 2.361 0.588 3.870
65 C 1.692 -0.477 4.723
66 H 2.435 1.535 4.425
67 H 3.391 0.274 3.649
68 H 2.176 -1.449 4.596
69 H 1.792 -0.229 5.786
70 H 0.625 -0.611 4.521
71 C -1.649 -2.601 2.093
72 P -1.054 -1.564 0.721
73 C -1.273 -2.638 -0.742
74 C -2.328 -0.265 0.603
75 H -0.955 -3.423 2.288
76 H -2.632 -3.034 1.877
77 H -1.739 -2.021 3.016
78 H -2.311 -2.579 -1.110
79 H -0.591 -2.324 -1.548
80 H -1.038 -3.687 -0.492
81 H -2.996 -0.408 -0.258
82 H -2.912 -0.345 1.528
83 H -1.915 0.751 0.546

Cartesian forces, eV/Å:
N 0.1540 -0.3827 0.2493
C -0.0570 0.5485 0.3079
C 0.2941 0.4139 -0.2344
C 0.5280 -0.6829 0.7379
C -0.4912 -0.4912 -0.7937
C -0.7055 0.2039 0.2378
C 0.5461 -1.1751 1.7472
Ti -1.7953 0.3847 -0.9768
P -0.3207 1.8861 -0.9603
C 0.6144 1.1167 -1.3702
C 1.0111 0.0590 -0.2148
C 0.8598 -1.9029 -1.1241
C -0.0782 0.4813 0.8980
C 0.7822 0.4139 1.3368
C -0.5660 0.5141 0.0863
C -0.0538 0.3700 -0.4360
Br 0.1276 -0.3837 -0.6276
H 0.1462 -0.1645 -0.6255
H -0.0367 -0.6889 0.0174
H 0.2209 -0.0405 -0.1376
H -0.0996 -0.2671 -0.1929
H 0.2883 0.2823 -0.0839
H -0.3797 -0.0541 -0.1760
H -1.0092 0.0287 0.0064
H 0.0617 0.0248 -0.2968
H -0.1489 -0.1975 0.3122
H -0.0189 0.2075 0.4700
P 1.2567 0.7263 0.7329
C -0.0672 -0.3332 0.4735
C 0.0585 -0.0476 -0.0443
H 0.1197 0.0768 0.0469
H -0.0153 -0.1324 -0.3502
H -0.0050 0.0576 0.0350
H 0.0833 -0.0356 0.1627
H -0.0967 0.0539 0.0338
C 0.0033 -0.4671 0.0461
C 0.1669 0.0486 0.1253
H 0.2531 0.0458 0.2265
H 0.0250 0.1191 -0.2995
H -0.0360 0.0371 -0.0831
H -0.1242 -0.0379 0.1763
H 0.0285 -0.1834 -0.1493
C 0.2342 -0.3803 0.1732
C -0.1636 -0.1749 0.1823
H -0.0229 0.0346 -0.2354
H -0.2714 -0.0836 0.1755
H 0.0137 -0.0262 -0.1937
H -0.0125 -0.4820 0.1047
H 0.1526 0.1981 0.1801
C -0.7397 0.3545 0.2581
C -0.1596 0.2995 0.2570
H 0.3045 0.1250 0.1454
H 0.1497 -0.2162 0.1170
H 0.1125 0.1730 -0.2120
H -0.2377 -0.0164 -0.0550
H 0.2194 -0.2212 -0.0341
C 0.0447 0.4530 -0.0449
C 0.1591 0.0951 0.0869
H 0.2263 -0.1240 -0.2010
H -0.1154 0.0332 0.3301
H -0.0218 0.0523 -0.3298
H -0.1903 0.2520 0.1228
H -0.1428 -0.2936 0.1060
C 0.0468 -0.0771 0.0251
C -0.1297 -0.4735 0.5706
H -0.0220 -0.1839 -0.3358
H -0.2520 0.1454 -0.0141
H -0.1088 0.1200 -0.0180
H -0.0984 -0.0298 -0.2137
H 0.0248 0.0995 0.0243
C 0.1683 -0.1534 0.3886
P -0.5557 -0.4943 -0.1004
C -0.0441 -0.1250 -0.3844
C -0.3413 0.3134 0.0061
H -0.0148 0.0706 -0.0935
H 0.1371 0.1694 -0.1626
H 0.0568 0.0383 -0.1235
H 0.4149 -0.0660 0.1549
H -0.3589 -0.1118 0.1553
H -0.0509 0.4556 -0.0357
H 0.2109 -0.0509 0.2844
H -0.0552 0.1896 -0.2591
H -0.0911 -0.3206 -0.0903